Computed, not measured: 8 unconnected molecules or ions with the total composition C54H41NO30 in a non-equilibrium geometry, with ωB97M-V with the def2-TZVPD basis set.

Atoms and positions in Å:
C 6.786566 -9.625335 1.785565
C 5.924410 -8.891451 0.723229
C 5.646072 -7.465028 1.318647
C 4.604266 -9.672804 0.646759
N 3.808521 -9.387550 -0.554262
C 2.652902 -10.269855 -0.563812
O 2.545375 -11.275764 -1.186354
C 1.656810 -9.538907 0.330569
C 0.621832 -9.982804 1.102910
C -0.068687 -9.023496 1.819413
C 0.240426 -7.686604 1.728662
C 1.283861 -7.235426 0.941627
C 1.994754 -8.183921 0.266584
C 3.211076 -8.090882 -0.650732
O 3.540015 -7.177305 -1.340061
H 6.802624 -10.702636 1.593301
H 7.780651 -9.185630 1.865320
H 6.271409 -9.507891 2.747728
H 6.453797 -8.833598 -0.227613
H 6.289777 -7.288176 2.182104
H 5.792527 -6.698872 0.554919
H 4.610296 -7.426993 1.672889
H 4.862396 -10.737255 0.594422
H 4.067199 -9.526141 1.598158
H 0.396321 -11.040978 1.159115
H -0.877167 -9.333672 2.471868
H -0.346530 -6.959759 2.285959
H 1.546936 -6.187607 0.850017
C -1.763838 -2.910145 1.890911
C -1.678634 -1.595484 1.650214
C -0.358584 -0.875005 1.691575
O -0.321055 0.319011 1.449836
C 0.828971 -1.639315 2.028693
C 0.739474 -2.947476 2.272510
C -0.565926 -3.673379 2.205610
O -0.575153 -4.873701 2.420641
O 1.809020 -3.688399 2.592932
O -2.751243 -0.859847 1.362943
H -2.703654 -3.443121 1.862886
H 1.765226 -1.107327 2.071019
H 1.475840 -4.597223 2.719420
H -2.433683 0.051700 1.230185
C 1.093266 1.946890 -3.235588
C 0.428688 2.245228 -4.357787
C -1.068696 2.279000 -4.393821
O -1.624179 2.582180 -5.445987
C -1.796891 1.954328 -3.195925
C -1.140614 1.653182 -2.067444
C 0.360189 1.643151 -2.013535
O 0.912484 1.384225 -0.958674
O -1.788555 1.352719 -0.946194
O 1.049201 2.530719 -5.501105
H 2.173265 1.921387 -3.191596
H -2.876086 1.971457 -3.254766
H -1.115234 1.174959 -0.259576
H 0.343873 2.710377 -6.151849
C 4.865530 -0.658853 6.055182
C 3.925796 -1.260473 5.315031
C 2.553543 -0.676048 5.160206
O 1.754663 -1.267895 4.456063
C 2.245266 0.561460 5.857896
C 3.183604 1.162327 6.600672
C 4.566605 0.592906 6.736815
O 5.377573 1.197131 7.411864
O 2.953308 2.294333 7.260539
O 4.147669 -2.406790 4.672222
H 5.858803 -1.068020 6.173531
H 1.247135 0.962326 5.750155
H 3.791059 2.513760 7.712887
H 3.314743 -2.629965 4.208899
C -1.083205 6.520600 -1.390085
C -0.616119 7.690284 -0.938619
C 0.722040 7.799731 -0.271236
O 1.096743 8.896649 0.101124
C 1.502294 6.586537 -0.097221
C 1.036473 5.412702 -0.543044
C -0.293013 5.309868 -1.237861
O -0.673603 4.226877 -1.649258
O 1.731052 4.286111 -0.387120
O -1.303732 8.824715 -1.053784
H -2.044990 6.430633 -1.876083
H 2.457437 6.676400 0.402212
H 1.204370 3.566266 -0.781157
H -0.743771 9.517020 -0.652144
C -5.731092 5.776259 -5.440320
C -5.836087 7.101659 -5.293212
C -4.637620 7.963517 -5.033181
O -4.799009 9.165339 -4.927663
C -3.338828 7.317853 -4.915385
C -3.227303 5.989392 -5.058467
C -4.428180 5.127599 -5.346094
O -4.275130 3.931586 -5.485835
O -2.050676 5.373686 -4.952750
O -7.004636 7.738922 -5.368910
H -6.588622 5.146355 -5.630221
H -2.485517 7.949642 -4.710842
H -2.196306 4.412858 -5.090008
H -6.800677 8.683688 -5.229732
C -4.603969 -1.468350 -6.429606
C -4.304355 -0.308159 -5.826773
C -4.953656 0.089077 -4.526489
O -4.638822 1.141305 -4.004588
C -5.942486 -0.811451 -3.949274
C -6.238752 -1.965223 -4.558323
C -5.574114 -2.374915 -5.838289
O -5.876927 -3.446659 -6.330189
O -7.136536 -2.820074 -4.070721
O -3.420809 0.540498 -6.347457
H -4.145235 -1.768600 -7.360959
H -6.414158 -0.508028 -3.025279
H -7.157674 -3.568104 -4.698618
H -3.368763 1.308234 -5.739873
C 1.116375 6.022692 5.271649
C 1.072594 5.613054 3.998132
C -0.203384 5.624050 3.210173
O -0.164197 5.255884 2.050703
C -1.419875 6.069149 3.871434
C -1.377704 6.475962 5.146692
C -0.095839 6.491093 5.928632
O -0.122466 6.889116 7.077410
O -2.460918 6.890718 5.798618
O 2.151330 5.172271 3.351444
H 2.029906 6.021303 5.849116
H -2.335823 6.055944 3.297427
H -2.156851 7.127801 6.696181
H 1.849583 4.938719 2.451246

Forces on atoms 1 to 6 (eV/Å):
-0.8 0.0 -0.3
-0.1 0.4 1.7
0.0 -0.5 -0.8
1.2 -0.4 -0.5
0.5 -0.6 -1.4
-0.6 0.8 1.1

As for the spin multiplicity: 1. The value obtained for the frontier orbital gap is 7.654 eV. Its charge is 0.

Results of the Löwdin charge analysis, in e, for atoms 1 through 5: -0.09, -0.36, -0.06, -0.16, 0.02